[1]
DFT (ωB97M-V with the def2-TZVPD basis set) results for a cluster of 2 separate species, C5H10OS2 in total.

Output
* HOMO energy: -7.99 eV
* E_LUMO: -4.03 eV
* ΔE to the lowest compared entry with this formula, charge and spin: 167.9 kcal per mole

CARTESIAN COORDINATES (ANGSTROEM)
C1 -1.058 0.626 -1.067
C2 -2.078 1.581 -0.505
O1 -0.720 1.641 -0.078
C3 -1.152 -0.838 -0.678
S1 -1.484 -0.934 1.148
S2 1.823 0.137 -1.076
C4 2.077 -0.897 0.286
C5 1.956 -0.281 1.705
H1 -1.031 0.670 -2.153
H2 -2.502 2.371 -1.177
H3 -2.970 1.242 0.140
H4 -2.002 -1.217 -1.280
H5 -0.295 -1.249 -1.161
H6 3.251 -1.170 0.189
H7 1.646 -1.915 0.312
H8 2.643 0.628 1.927
H9 0.973 0.061 1.680
H10 2.155 -0.948 2.553



[2]
DFT (ωB97M-V with the def2-TZVPD basis set) results for a cluster of 2 separate species, C4H5ClOS in total.

Output
* HOMO energy (alpha / beta): -7.46 / -9.09 eV
* E_LUMO (alpha / beta): -1.35 / -0.42 eV
* ΔE to the lowest compared entry with this formula, charge and spin: 92.9 kcal per mole

CARTESIAN COORDINATES (ANGSTROEM)
C1 0.531 0.597 -0.176
C2 -2.264 -0.325 0.083
C3 1.156 -0.115 1.012
C4 0.624 -0.004 -1.420
O1 -0.057 1.694 0.011
S1 -2.862 -1.763 0.000
Cl1 -2.365 1.226 0.385
H1 1.781 -0.941 0.692
H2 0.378 -0.495 1.674
H3 1.752 0.598 1.580
H4 1.143 -0.934 -1.557
H5 0.184 0.461 -2.284



[3]
DFT (ωB97M-V with the def2-TZVPD basis set) results for a cluster of 6 separate species, C21H44FO17PS in total.

Output
* HOMO energy: -8.56 eV
* E_LUMO: 0.48 eV
* structure (SMILES): CCSC[PH2](F)CCOC=O.COC(=O)OC.COC(=O)OC.COC(=O)OC.COC(=O)OC.COC(=O)OC

CARTESIAN COORDINATES (ANGSTROEM)
C1 -2.577 -3.850 -1.656
C2 -1.590 -3.215 -2.773
S1 -1.373 -1.400 -2.410
C3 0.304 -1.038 -1.705
P1 0.740 -2.007 -0.119
F1 1.212 -2.936 1.307
C4 0.134 -0.658 1.058
C5 -1.451 -0.721 1.380
O1 -2.209 0.084 0.420
C6 -3.486 -0.533 0.299
O2 -4.353 -0.301 1.163
H1 -2.088 -3.860 -0.625
H2 -2.770 -4.932 -1.989
H3 -3.556 -3.273 -1.562
H4 -0.629 -3.823 -2.741
H5 -2.148 -3.282 -3.765
H6 0.341 0.080 -1.436
H7 1.133 -1.242 -2.483
H8 2.126 -1.936 -0.538
H9 0.020 -3.169 -0.532
H10 0.651 -0.855 2.070
H11 0.452 0.405 0.766
H12 -1.637 -0.231 2.408
H13 -1.843 -1.794 1.482
H14 -3.643 -1.245 -0.576
C7 -6.849 -2.537 -2.577
O3 -7.494 -3.163 -3.684
C8 -6.701 -3.981 -4.393
O4 -5.538 -4.211 -4.169
O5 -7.428 -4.499 -5.396
C9 -6.706 -5.395 -6.239
H15 -7.582 -1.902 -2.079
H16 -6.497 -3.285 -1.862
H17 -6.022 -1.910 -2.917
H18 -6.349 -6.256 -5.671
H19 -5.874 -4.881 -6.725
H20 -7.390 -5.750 -7.010
C10 6.870 -1.182 5.308
O6 5.739 -2.051 5.277
C11 5.067 -2.036 4.113
O7 5.342 -1.372 3.145
O8 4.037 -2.889 4.218
C12 3.227 -2.977 3.044
H21 7.334 -1.276 6.291
H22 7.601 -1.474 4.551
H23 6.562 -0.144 5.169
H24 3.813 -3.339 2.197
H25 2.776 -2.011 2.815
H26 2.429 -3.691 3.241
C13 1.582 2.111 6.459
O9 1.237 1.987 5.080
C14 0.218 2.772 4.695
O10 -0.395 3.535 5.399
O11 0.000 2.558 3.388
C15 -1.064 3.327 2.833
H27 2.414 1.434 6.656
H28 1.903 3.130 6.686
H29 0.742 1.821 7.094
H30 -0.854 4.396 2.913
H31 -2.010 3.083 3.320
H32 -1.144 3.070 1.776
C16 0.568 7.247 5.334
O12 0.675 7.152 3.914
C17 1.246 8.219 3.332
O13 1.655 9.201 3.899
O14 1.284 7.999 2.007
C18 1.871 9.060 1.256
H33 0.093 6.334 5.694
H34 1.557 7.325 5.790
H35 -0.057 8.096 5.618
H36 2.912 9.211 1.550
H37 1.298 9.982 1.377
H38 1.847 8.775 0.204
C19 0.248 -0.683 -6.669
O15 1.425 -1.032 -5.941
C20 2.525 -1.156 -6.700
O16 2.584 -1.001 -7.894
O17 3.549 -1.484 -5.895
C21 4.794 -1.650 -6.572
H39 -0.575 -0.610 -5.957
H40 0.369 0.286 -7.156
H41 0.004 -1.456 -7.401
H42 5.097 -0.719 -7.056
H43 4.731 -2.461 -7.301
H44 5.546 -1.912 -5.827



[4]
DFT (ωB97M-V with the def2-TZVPD basis set) results for the molecule CH2Cl4Si.

Output
* HOMO energy: -10.72 eV
* E_LUMO: 0.20 eV
* ΔE to the lowest compared entry with this formula, charge and spin: 100.2 kcal per mole
* structure (SMILES): Cl[SiH2]C(Cl)(Cl)Cl

CARTESIAN COORDINATES (ANGSTROEM)
Cl1 -0.478 2.401 0.561
Si1 0.232 0.695 -0.296
C1 2.199 0.175 -0.054
Cl2 3.076 1.171 -1.172
Cl3 2.876 0.425 1.651
Cl4 2.419 -1.602 -0.390
H1 -0.361 -0.316 0.495
H2 -0.284 0.927 -1.763



[5]
DFT (ωB97M-V with the def2-TZVPD basis set) results for a structure of composition C6H26O10Sr.

Output
* HOMO energy: -13.30 eV
* E_LUMO: -9.37 eV
* total charge: +2
* ΔE to the lowest compared entry with this formula, charge and spin: 216.7 kcal per mole

CARTESIAN COORDINATES (ANGSTROEM)
Sr1 -0.571 0.218 0.372
O1 1.270 0.924 4.789
H1 2.171 0.606 4.847
H2 0.944 0.887 5.688
O2 2.144 4.503 0.330
H3 2.686 4.767 1.073
H4 2.375 5.118 -0.367
O3 -0.505 -4.676 1.307
H5 -1.424 -4.944 1.292
H6 -0.155 -5.064 2.109
O4 -3.780 -1.449 3.687
H7 -3.892 -1.127 4.581
H8 -4.525 -2.034 3.546
C1 6.460 -0.113 1.669
C2 7.194 -0.674 2.875
O5 6.741 0.147 3.915
O6 5.204 -0.744 1.512
H9 7.128 -0.485 0.893
H10 6.332 0.967 1.595
H11 8.279 -0.572 2.907
H12 7.126 -1.742 3.083
H13 7.438 0.800 4.006
H14 5.478 -1.656 1.390
C3 -4.887 4.026 -1.248
C4 -3.785 4.319 -2.256
O7 -2.912 3.119 -2.595
O8 -4.305 3.828 0.004
H15 -5.275 3.037 -1.495
H16 -5.601 4.847 -1.307
H17 -3.080 5.099 -1.967
H18 -4.347 4.670 -3.122
H19 -2.992 2.972 -3.541
H20 -4.935 4.008 0.706
C5 -3.001 -3.331 -4.106
C6 -1.480 -3.655 -4.295
O9 -0.582 -2.721 -3.723
O10 -3.483 -2.905 -2.843
H21 -3.524 -4.266 -4.311
H22 -3.310 -2.567 -4.819
H23 -1.293 -3.890 -5.343
H24 -1.179 -4.611 -3.864
H25 0.294 -2.762 -4.113
H26 -4.442 -2.873 -2.860



[6]
DFT (ωB97M-V with the def2-TZVPD basis set) results for a structure of composition C36H31Br2N7O2Rb.

Output
* HOMO energy: -4.17 eV
* E_LUMO: 2.13 eV
* total charge: -1
* ΔE to the lowest compared entry with this formula, charge and spin: 4.3 kcal per mole

CARTESIAN COORDINATES (ANGSTROEM)
Rb1 -0.686 -0.977 -0.462
C1 1.298 5.696 2.951
C2 1.142 4.215 2.729
C3 2.032 3.294 3.286
C4 1.921 1.941 3.047
C5 0.906 1.399 2.222
N1 0.879 0.097 1.826
C6 1.205 -0.867 2.725
C7 0.807 -0.835 4.083
C8 1.062 -1.872 4.954
C9 1.740 -3.022 4.551
C10 1.965 -4.178 5.488
C11 2.174 -3.063 3.235
C12 1.932 -2.020 2.351
N2 2.544 -2.106 1.063
C13 3.873 -2.042 0.843
C14 4.077 -2.269 -0.499
C15 2.788 -2.482 -1.010
N3 1.867 -2.370 -0.062
C16 -0.016 2.345 1.719
C17 0.112 3.706 1.955
N4 -1.153 1.900 0.981
C18 -2.183 1.167 1.460
C19 -3.109 1.053 0.447
C20 -2.539 1.771 -0.617
N5 -1.360 2.280 -0.288
H1 1.833 5.899 3.879
H2 0.328 6.192 3.006
H3 1.859 6.165 2.137
H4 2.843 3.652 3.912
H5 2.647 1.260 3.475
H6 0.273 0.039 4.437
H7 0.715 -1.793 5.979
H8 1.996 -3.843 6.526
H9 2.905 -4.687 5.271
H10 1.165 -4.918 5.406
H11 2.730 -3.920 2.867
H12 4.550 -1.835 1.654
H13 5.014 -2.280 -1.027
H14 2.486 -2.680 -2.026
H15 -0.630 4.366 1.520
H16 -2.156 0.777 2.464
H17 -4.036 0.506 0.460
H18 -2.929 1.917 -1.611
C21 -1.591 0.652 -4.226
C22 -2.875 0.050 -3.722
C23 -4.113 0.425 -4.280
C24 -5.263 -0.122 -3.784
C25 -5.199 -1.058 -2.731
C26 -6.329 -1.662 -2.132
Br1 -8.090 -1.248 -2.735
C27 -6.178 -2.548 -1.097
C28 -4.913 -2.880 -0.627
Br2 -4.775 -4.109 0.815
C29 -3.709 -2.361 -1.153
O1 -2.563 -2.650 -0.734
C30 -3.907 -1.396 -2.248
N6 -2.789 -0.825 -2.746
H19 -1.776 1.568 -4.787
H20 -1.068 -0.053 -4.876
H21 -0.930 0.880 -3.388
H22 -4.141 1.148 -5.085
H23 -6.228 0.158 -4.187
H24 -7.045 -2.998 -0.633
O2 1.301 -1.369 -4.365
C31 2.115 -0.254 -4.608
C32 2.457 0.512 -3.351
C33 3.523 1.403 -3.331
C34 3.792 2.087 -2.159
C35 2.993 1.843 -1.054
C36 1.953 0.936 -1.169
N7 1.672 0.282 -2.303
H25 0.884 -1.225 -3.502
H26 1.621 0.434 -5.311
H27 3.038 -0.598 -5.085
H28 4.125 1.546 -4.219
H29 4.615 2.788 -2.106
H30 3.158 2.335 -0.105
H31 1.371 0.731 -0.284



[7]
DFT (ωB97M-V with the def2-TZVPD basis set) results for the molecule C2H4F2N2O.

Output
* HOMO energy: -9.99 eV
* E_LUMO: 0.53 eV
* ΔE to the lowest compared entry with this formula, charge and spin: 46.5 kcal per mole
* structure (SMILES): [H]/N=C(/NO)C(F)F

CARTESIAN COORDINATES (ANGSTROEM)
H1 1.217 1.772 0.629
N1 0.163 1.723 0.574
C1 -0.032 0.556 0.190
N2 -1.365 0.292 -0.231
O1 -1.819 -0.979 0.083
C2 1.050 -0.532 -0.178
F1 2.235 0.018 -0.556
F2 1.210 -1.176 1.060
H2 -1.948 0.876 0.337
H3 -1.634 -1.363 -0.911
H4 0.922 -1.188 -0.998



[8]
DFT (ωB97M-V with the def2-TZVPD basis set) results for a cluster of 2 separate species, C4H10OS in total.

Output
* HOMO energy: -8.69 eV
* E_LUMO: 0.90 eV
* ΔE to the lowest compared entry with this formula, charge and spin: 31.7 kcal per mole
* structure (SMILES): C=CO.CCS

CARTESIAN COORDINATES (ANGSTROEM)
C1 -0.357 -1.650 -1.772
C2 -1.305 -2.482 -1.374
O1 -2.623 -2.083 -1.261
H1 0.682 -1.955 -1.774
H2 -0.485 -0.686 -2.244
H3 -1.139 -3.412 -0.832
H4 -3.164 -2.879 -1.200
C3 0.357 2.206 1.625
C4 1.387 1.069 1.438
S1 1.586 0.834 -0.383
H5 -0.637 2.043 1.213
H6 0.343 2.422 2.699
H7 0.710 3.093 1.096
H8 0.965 0.145 1.824
H9 2.383 1.294 1.790
H10 1.297 2.041 -0.846



| no. | E (a.u.) |
| --- | --- |
| 1 | -1067.8485 |
| 2 | -1088.8707 |
| 3 | -2944.9913 |
| 4 | -2169.5776 |
| 5 | -1026.5981 |
| 6 | -7096.4637 |
| 7 | -462.9917 |
| 8 | -631.7741 |